# 1
8 unconnected molecules or ions with the total composition C8H32N14O8, computed with the ωB97M-V functional and the def2-TZVPD basis.

XYZ file:
```
62
Properties=species:S:1:pos:R:3
N -0.159 1.244 3.538
C 0.757 1.544 4.507
N 0.225 1.994 5.705
O 1.970 1.472 4.332
H -1.134 1.280 3.758
H 0.120 0.953 2.620
H 0.896 2.212 6.417
H -0.685 1.706 6.012
N 0.819 3.982 -0.762
C 0.066 3.000 -0.138
N -1.263 3.071 -0.341
O 0.619 2.078 0.491
H 1.806 3.796 -0.704
H 0.422 4.346 -1.608
H -1.964 2.471 0.088
H -1.575 3.883 -0.843
N -1.737 -3.616 -4.390
C -2.140 -2.505 -3.678
N -3.081 -2.803 -2.702
O -1.691 -1.380 -3.812
H -2.325 -4.426 -4.412
H -0.992 -3.540 -5.058
H -3.259 -2.081 -2.031
H -3.442 -3.730 -2.620
N 3.097 1.735 -1.067
C 4.230 2.503 -1.027
N 4.406 3.221 0.135
O 5.043 2.546 -1.942
H 2.379 1.846 -0.358
H 2.837 1.292 -1.925
H 5.109 3.930 0.176
H 3.713 3.186 0.862
N 0.644 -3.438 2.561
C 0.860 -2.459 3.513
N 1.627 -1.378 3.117
O 0.481 -2.586 4.671
H 0.166 -4.243 2.922
H 0.624 -3.227 1.582
H 1.833 -0.749 3.880
H 1.561 -0.984 2.195
N 1.614 -1.994 -4.224
C 1.562 -2.241 -5.579
N 1.212 -1.128 -6.326
O 1.894 -3.297 -6.106
H 1.834 -2.778 -3.638
H 1.292 -1.161 -3.775
H 1.418 -1.089 -7.304
H 1.007 -0.257 -5.874
N -4.452 0.779 3.471
C -3.681 0.784 2.328
N -2.740 -0.193 2.227
O -3.851 1.638 1.457
H -4.198 0.225 4.267
H -5.083 1.546 3.610
H -2.146 -0.281 1.396
H -2.542 -0.865 2.945
C -0.792 -1.271 -0.600
O -0.313 -0.580 0.549
H -1.400 -2.134 -0.329
H -1.484 -0.605 -1.134
H -0.019 -1.564 -1.312
H 0.004 0.320 0.285
```

Its energy above the lowest of the compared OMol25 structures with the same formula, charge and spin is 12.1 kcal per mole. The SMILES is NC(N)=O.NC(N)=O.NC(N)=O.NC(N)=O.NC(N)=O.NC(N)=O.NC(N)=O.CO. The calculation puts the LUMO energy at 0.05 eV. The multiplicity is 1. For the HOMO energy, the calculation gives -9.385 eV. The calculation puts the gap between HOMO and LUMO at 9.430 eV. For the energy, the calculation gives -1692.8155 a.u.

Charge distribution, Mulliken scheme, values in e: -0.04, 0.54, -0.44, -0.67, 0.08, 0.04, 0.25, 0.17, -0.51, 0.55, -0.31, -0.66, 0.23, 0.20, 0.18, 0.18, -0.38, 0.70, -0.40, -0.58, 0.17, 0.17, 0.22, 0.16, -0.20, 0.58, -0.33, -0.66, 0.14, 0.15, 0.20, 0.22, -0.40, 0.59, -0.39, -0.67, 0.23, 0.20, 0.21, 0.21, -0.27, 0.57, -0.36, -0.64, 0.20, 0.13, 0.21, 0.16, -0.45, 0.67, -0.25, -0.68, 0.19, 0.24, 0.02, 0.19, -1.05, -0.08, 0.52, 0.47, 0.25, 0.06

=====

# 2
A single C11H12N2O2S molecule, computed with the ωB97M-V functional and the def2-TZVPD basis.

XYZ file:
```
28
Properties=species:S:1:pos:R:3
C -2.425 -0.418 2.940
C -2.092 -1.709 2.559
C -1.938 0.664 2.234
C -1.274 -1.903 1.461
C -1.116 0.486 1.127
C -0.801 -0.817 0.737
C 0.139 -1.081 -0.396
C -0.518 1.684 0.427
C 2.877 1.183 0.676
C 0.771 0.449 -3.334
C 0.387 -0.906 -2.755
N 0.718 2.098 1.071
N 1.789 1.670 0.666
O 1.235 -1.560 -0.260
O -0.400 -0.740 -1.572
S 4.353 1.321 -0.120
H -3.058 -0.246 3.798
H -2.452 -2.556 3.122
H -2.184 1.668 2.546
H -0.998 -2.900 1.153
H -0.359 1.466 -0.635
H -1.195 2.537 0.518
H -0.118 1.055 -3.488
H 1.446 0.970 -2.658
H 1.276 0.310 -4.286
H 1.281 -1.484 -2.502
H -0.230 -1.467 -3.462
H 4.888 0.227 0.434
```

Its energy above the lowest of the compared OMol25 structures with the same formula, charge and spin is 80.8 kcal per mole. The calculation puts the LUMO energy at 0.47 eV. The multiplicity is 1. For the HOMO energy, the calculation gives -8.295 eV. The calculation puts the gap between HOMO and LUMO at 8.769 eV. For the energy, the calculation gives -1084.4501 a.u.

Charge distribution, Mulliken scheme, values in e: -0.55, -0.61, -0.67, -0.51, 0.30, 0.89, 0.18, -0.46, 0.16, -1.04, -0.29, -0.94, 0.51, -0.55, -0.31, -0.19, 0.39, 0.40, 0.42, 0.47, 0.18, 0.51, 0.27, 0.23, 0.41, 0.34, 0.31, 0.15

=====

# 3
A molecular structure, C6H20N3PbS, computed with the ωB97M-V functional and the def2-TZVPD basis.

XYZ file:
```
31
Properties=species:S:1:pos:R:3
C 0.265 1.131 -4.487
Pb -0.380 -0.339 -3.037
N -1.200 -2.266 -0.049
H -0.544 -2.148 -3.018
H -0.284 -2.490 0.361
H -1.112 -2.283 -1.096
H 0.475 0.639 -5.452
H 1.142 1.680 -4.114
H -0.587 1.820 -4.609
H -1.448 -1.312 0.230
H -1.904 -2.934 0.274
C -1.448 1.830 -0.039
N -0.670 1.043 0.935
C -0.597 1.693 2.261
C 0.498 0.468 0.477
S 1.133 0.763 -1.096
N 1.162 -0.355 1.322
C 0.499 -0.982 2.482
C 2.440 -0.942 0.903
H -2.275 2.293 0.512
H -1.860 1.182 -0.830
H -0.831 2.616 -0.507
H -1.130 1.090 3.006
H 0.436 1.865 2.589
H -1.107 2.658 2.192
H -0.599 -0.964 2.400
H 0.839 -2.026 2.557
H 0.781 -0.469 3.415
H 2.309 -1.671 0.083
H 3.119 -0.150 0.559
H 2.878 -1.442 1.775
```

Its energy above the lowest of the compared OMol25 structures with the same formula, charge and spin is 53.2 kcal per mole. The calculation puts the LUMO energy at -3.51 eV. Its total charge is +1. The multiplicity is 1. For the HOMO energy, the calculation gives -9.080 eV. The calculation puts the gap between HOMO and LUMO at 5.565 eV. For the energy, the calculation gives -995.5277 a.u.

Charge distribution, Mulliken scheme, values in e: -1.19, 0.37, -0.25, -0.19, 0.33, 0.09, 0.35, 0.30, 0.33, 0.26, 0.43, -1.03, 0.32, -1.10, -0.19, -0.28, 0.17, -1.30, -1.10, 0.49, 0.18, 0.40, 0.31, 0.34, 0.44, 0.52, 0.50, 0.31, 0.34, 0.39, 0.43

=====

# 4
2 unconnected molecules or ions with the total composition CH3I2NS, computed with the ωB97M-V functional and the def2-TZVPD basis.

XYZ file:
```
8
Properties=species:S:1:pos:R:3
C 0.438 -0.184 -0.064
N 1.272 -1.243 -0.485
S 3.182 -0.650 1.263
I 4.509 0.551 -0.199
I 0.746 -3.108 -0.249
H 0.789 0.157 0.891
H -0.627 -0.367 0.044
H 0.416 0.675 -0.787
```

Its energy above the lowest of the compared OMol25 structures with the same formula, charge and spin is 60.7 kcal per mole. The calculation puts the LUMO energy (alpha / beta) at -2.56 / -2.57 eV. The multiplicity is 1. For the HOMO energy (alpha / beta), the calculation gives -8.356 / -8.356 eV. The calculation puts the gap between HOMO and LUMO (alpha / beta) at 5.792 / 5.791 eV. For the energy, the calculation gives -1088.0865 a.u.

Charge distribution, Mulliken scheme, values in e: -0.54, -0.39, -0.21, 0.12, 0.22, 0.23, 0.33, 0.24

=====

# 5
A molecular structure, C16H24F5N2O3PV, computed with the ωB97M-V functional and the def2-TZVPD basis.

XYZ file:
```
52
Properties=species:S:1:pos:R:3
V 0.082 -0.946 -0.294
C -0.344 -2.162 3.518
O 0.697 -1.219 3.200
P 1.347 -1.288 1.724
O 2.232 -2.609 1.782
C 2.984 -3.065 2.920
O 2.334 -0.023 1.851
C 3.119 0.264 3.022
H -0.406 -2.208 4.601
H -0.105 -3.155 3.131
H -1.293 -1.826 3.103
H 2.927 -4.150 2.925
H 2.576 -2.675 3.850
H 4.021 -2.756 2.807
H 4.152 -0.025 2.834
H 2.735 -0.258 3.896
H 3.067 1.335 3.202
C 1.609 3.029 -1.477
C 1.499 1.552 -1.051
N 0.083 1.126 -1.010
C -0.663 1.973 -0.058
C -0.610 3.452 -0.491
N 0.216 3.529 -1.744
C -0.419 2.716 -2.842
C -0.512 1.256 -2.354
H 2.174 3.162 -2.397
H 2.035 3.666 -0.705
H 1.935 1.387 -0.066
H 2.014 0.903 -1.756
H -0.227 1.846 0.932
H -1.692 1.618 -0.026
H -0.129 4.092 0.246
H -1.590 3.860 -0.728
H 0.266 4.502 -2.042
H 0.208 2.831 -3.723
H -1.393 3.157 -3.042
H 0.012 0.574 -3.020
H -1.546 0.927 -2.299
C 1.296 -1.774 -1.379
H 2.225 -1.448 -1.858
H 1.108 -2.835 -1.592
F -1.523 -1.872 -3.297
C -2.320 -1.751 -2.216
C -1.817 -1.306 -1.009
C -2.772 -1.183 -0.028
F -2.356 -0.700 1.201
C -4.117 -1.474 -0.148
F -4.972 -1.318 0.862
C -4.559 -1.935 -1.376
F -5.840 -2.231 -1.557
C -3.655 -2.071 -2.418
F -4.091 -2.496 -3.602
```

Its energy above the lowest of the compared OMol25 structures with the same formula, charge and spin is 0.0 kcal per mole. As for the expectation value of S²: 2.15. The calculation puts the LUMO energy (alpha / beta) at -3.21 / -3.20 eV. Its total charge is +1. The multiplicity is 3. For the HOMO energy (alpha / beta), the calculation gives -9.640 / -9.928 eV. The calculation puts the gap between HOMO and LUMO (alpha / beta) at 6.431 / 6.726 eV. For the energy, the calculation gives -2743.6457 a.u.

Charge distribution, Mulliken scheme, values in e: -0.59, -0.71, -0.45, 1.41, -0.34, -0.72, -0.33, -0.75, 0.29, 0.39, 0.19, 0.28, 0.35, 0.27, 0.26, 0.32, 0.30, -0.77, -0.31, 0.93, -0.59, -0.80, -0.04, -0.87, -1.03, 0.31, 0.33, 0.13, 0.48, 0.49, 0.41, 0.31, 0.33, 0.25, 0.29, 0.36, 0.57, 0.44, -1.07, 0.25, 0.27, -0.38, 0.83, -0.45, 0.96, -0.46, -0.21, -0.29, 0.87, -0.30, -0.10, -0.29

=====

# 6
A molecular structure, C19H22CrN2, computed with the ωB97M-V functional and the def2-TZVPD basis.

XYZ file:
```
44
Properties=species:S:1:pos:R:3
C -2.720 -0.757 1.090
C -2.634 0.369 -1.616
H -2.859 -1.714 0.545
H -3.663 -0.180 0.756
H -2.207 -0.566 1.997
H -1.828 0.263 -2.369
H -3.392 -0.463 -1.401
H -3.149 1.333 -1.536
C -0.449 -2.670 0.032
C 0.272 -3.797 -0.334
C 1.179 -3.743 -1.393
C 1.310 -2.530 -2.067
H -1.178 -2.699 0.819
H 0.114 -4.707 0.232
H 1.770 -4.612 -1.713
H 2.021 -2.436 -2.892
N -0.325 -1.497 -0.603
C 0.581 -1.412 -1.628
C 0.920 -0.072 -2.034
N 0.282 0.927 -1.346
C 0.838 2.157 -1.442
C 2.590 1.421 -2.965
C 1.979 2.439 -2.220
H 0.353 2.962 -0.893
H 2.367 3.463 -2.223
C 2.032 0.156 -2.864
H 2.533 -0.670 -3.358
H 3.484 1.609 -3.576
Cr -1.353 0.148 -0.089
C -1.705 2.133 0.185
H -1.819 2.597 -0.804
H -0.952 2.714 0.736
H -2.627 2.288 0.766
C 1.397 0.829 4.114
C 1.916 0.148 3.008
C 1.132 -0.016 1.817
C -0.172 0.467 1.666
C -0.635 1.170 2.808
C 0.099 1.355 4.007
H 1.975 1.019 5.024
H 2.928 -0.282 3.107
H 1.610 -0.601 1.031
H -1.653 1.566 2.766
H -0.362 1.888 4.858
```

Its energy above the lowest of the compared OMol25 structures with the same formula, charge and spin is 44.1 kcal per mole. As for the expectation value of S²: 6.06. The calculation puts the LUMO energy (alpha / beta) at -0.82 / -1.79 eV. The multiplicity is 5. For the HOMO energy (alpha / beta), the calculation gives -7.462 / -7.425 eV. The calculation puts the gap between HOMO and LUMO (alpha / beta) at 6.646 / 5.635 eV. For the energy, the calculation gives -1890.9471 a.u.

Charge distribution, Mulliken scheme, values in e: -1.71, -0.83, 0.42, 0.31, 0.58, 0.31, 0.33, 0.34, -0.21, -0.94, -0.56, -0.84, 0.47, 0.41, 0.40, 0.34, 0.64, 0.63, 0.70, 0.62, -0.25, -0.58, -0.72, 0.29, 0.39, -0.82, 0.29, 0.40, -0.16, -1.75, 0.63, 0.57, 0.14, -0.38, -0.82, -0.25, 0.63, 0.42, -0.84, 0.35, 0.33, 0.14, 0.25, 0.34

=====

# 7
A molecular structure, C35H34IrN4O4, computed with the ωB97M-V functional and the def2-TZVPD basis.

XYZ file:
```
78
Properties=species:S:1:pos:R:3
Ir -0.499 0.215 -1.131
C -1.505 0.020 3.258
C -1.764 0.044 1.769
O -0.905 0.619 1.083
C -2.963 -0.575 1.238
C -3.775 -1.350 2.100
C -4.887 -2.015 1.661
C -5.235 -1.924 0.294
C -4.487 -1.176 -0.569
C -3.320 -0.469 -0.145
O -2.712 0.283 -0.995
H -0.652 0.663 3.465
H -1.270 -0.998 3.579
H -2.369 0.371 3.824
H -3.503 -1.429 3.147
H -5.482 -2.608 2.345
H -6.102 -2.463 -0.073
H -4.736 -1.105 -1.622
C 1.888 -1.367 2.692
C 1.357 -1.912 1.358
C 2.449 -1.986 0.317
C 3.287 -3.095 0.303
C 4.355 -3.181 -0.579
C 4.567 -2.149 -1.479
C 3.745 -1.023 -1.510
C 3.966 -0.019 -2.621
C 5.191 0.877 -2.407
C 2.691 -0.930 -0.578
N 1.801 0.169 -0.618
C 2.229 1.373 -0.534
C 1.431 2.464 -0.997
C 1.751 3.815 -1.151
C 0.726 4.370 -1.930
C -0.157 3.321 -2.223
N 0.261 2.175 -1.661
H 1.138 -1.461 3.482
H 2.152 -0.309 2.596
H 2.781 -1.916 3.006
H 0.550 -1.279 1.009
H 0.939 -2.910 1.506
H 3.093 -3.905 1.002
H 5.005 -4.051 -0.574
H 5.373 -2.224 -2.208
H 3.075 0.586 -2.765
H 4.095 -0.584 -3.545
H 5.054 1.548 -1.555
H 5.373 1.493 -3.291
H 6.088 0.278 -2.218
H 3.232 1.585 -0.158
H 2.621 4.317 -0.749
H 0.639 5.393 -2.273
H -1.053 3.356 -2.830
O -1.346 -2.938 -0.729
C -0.524 -2.836 -1.624
C 0.188 -4.016 -2.278
C 1.165 -3.363 -3.254
C 0.888 -1.870 -3.115
O 1.452 -1.008 -3.765
N -0.074 -1.655 -2.155
H -0.554 -4.656 -2.755
H 0.678 -4.598 -1.498
H 1.023 -3.659 -4.293
H 2.211 -3.534 -2.993
C -3.467 2.813 -0.625
C -3.083 2.976 0.711
C -3.941 2.580 1.774
C -3.537 2.658 3.085
C -2.255 3.134 3.402
C -1.393 3.545 2.370
C -1.795 3.473 1.058
C -1.820 3.170 4.777
N -1.478 3.192 5.878
H -2.784 3.050 -1.431
H -4.445 2.427 -0.884
H -4.919 2.179 1.530
H -4.198 2.343 3.885
H -0.402 3.905 2.619
H -1.115 3.768 0.264
```

Its energy above the lowest of the compared OMol25 structures with the same formula, charge and spin is 14.5 kcal per mole. As for the expectation value of S²: 6.06. The calculation puts the LUMO energy (alpha / beta) at 2.78 / 1.56 eV. Its total charge is -1. The multiplicity is 5. For the HOMO energy (alpha / beta), the calculation gives -3.737 / -4.934 eV. The calculation puts the gap between HOMO and LUMO (alpha / beta) at 6.519 / 6.497 eV. For the energy, the calculation gives -1978.4659 a.u.

Charge distribution, Mulliken scheme, values in e: 2.75, -2.38, 1.95, -1.08, 0.34, -1.13, -0.95, -0.44, -0.82, 1.06, -0.84, 0.30, 0.58, 0.57, 0.32, 0.39, 0.36, 0.39, -1.33, -0.05, 0.74, -0.30, -1.16, -0.26, 0.75, -1.20, -1.35, -0.71, 0.34, -0.76, 0.41, -1.01, -0.73, -1.00, -0.08, 0.37, 0.25, 0.39, -0.73, 0.62, 0.45, 0.36, 0.41, 0.33, 0.62, 0.28, 0.40, 0.36, 0.59, 0.50, 0.44, 0.67, -0.63, 0.27, -0.61, -0.29, 0.21, -0.68, -0.15, 0.30, 0.25, 0.37, 0.04, -1.23, 1.09, -0.60, -0.44, 0.27, -0.48, -0.22, 0.14, -0.61, 0.23, 0.30, 0.33, 0.42, 0.41, 0.35

=====

# 8
2 unconnected molecules or ions with the total composition C3H7N4S, computed with the ωB97M-V functional and the def2-TZVPD basis.

XYZ file:
```
15
Properties=species:S:1:pos:R:3
C -0.466 -0.583 -0.442
C 0.455 -1.749 -0.431
C -0.651 1.818 -0.164
N 5.019 0.863 0.039
N 4.456 -0.013 0.384
N 1.484 0.577 -0.201
N 0.105 0.533 -0.261
S 2.123 -0.887 -0.066
H -1.607 -0.690 -0.531
H 0.350 -2.614 0.224
H 0.656 -1.964 -1.558
H -0.058 2.646 -0.094
H -1.199 1.804 0.681
H -1.131 1.992 -1.134
H 2.340 -1.084 1.351
```

Its energy above the lowest of the compared OMol25 structures with the same formula, charge and spin is 41.0 kcal per mole. As for the expectation value of S²: 2.01. The calculation puts the LUMO energy (alpha / beta) at -4.05 / -6.84 eV. Its total charge is +1. The multiplicity is 3. For the HOMO energy (alpha / beta), the calculation gives -10.650 / -16.279 eV. The calculation puts the gap between HOMO and LUMO (alpha / beta) at 6.604 / 9.438 eV. For the energy, the calculation gives -735.2614 a.u.

Charge distribution, Mulliken scheme, values in e: -0.31, -0.42, -1.05, -0.16, 0.16, -0.31, 0.33, 0.19, 0.40, 0.44, 0.31, 0.38, 0.41, 0.36, 0.28